{
  "formula": "C11H17N3O5RuSe",
  "method": "ωB97M-V/def2-TZVPD",
  "elements": ["Ru", "O", "C", "C", "N", "C", "C", "O", "O", "C", "C", "O", "O", "H", "H", "H", "H", "H", "H", "H", "H", "H", "C", "N", "C", "C", "N", "C", "C", "Se", "H", "H", "H", "H", "H", "H", "H", "H"],
  "coordinates": [[-0.944490, 0.421321, 0.205655], [-1.156283, 0.554144, -2.164947], [-1.383131, 1.960251, -2.423859], [-0.439513, 2.777442, -1.573750], [-0.601013, 2.480966, -0.115199], [0.674806, 2.774764, 0.605178], [1.619351, 1.581121, 0.505633], [2.784491, 1.650800, 0.692025], [0.970610, 0.401299, 0.237777], [-1.808044, 3.147955, 0.468085], [-3.054171, 2.292724, 0.243046], [-4.119986, 2.752996, 0.046215], [-2.755822, 0.949756, 0.304954], [-0.485946, 0.213853, -2.771617], [-2.431092, 2.152574, -2.207317], [-1.215829, 2.189891, -3.473437], [-0.585179, 3.845323, -1.742113], [0.586432, 2.526096, -1.843824], [0.471451, 2.943457, 1.661964], [1.170036, 3.658643, 0.210021], [-1.968224, 4.140569, 0.055615], [-1.681773, 3.232949, 1.547081], [0.204599, -3.968713, -1.465932], [0.888107, -3.502871, -0.246757], [2.151849, -3.863784, 0.140604], [2.393284, -3.259326, 1.331062], [1.279131, -2.529212, 1.651804], [1.094263, -1.833776, 2.932591], [0.377984, -2.668729, 0.670150], [-1.368772, -1.945268, 0.557845], [0.908486, -4.549029, -2.052762], [-0.135230, -3.121544, -2.054513], [-0.641254, -4.598288, -1.199516], [2.775209, -4.518480, -0.445173], [3.259950, -3.304741, 1.969268], [2.063045, -1.493358, 3.285287], [0.657545, -2.511916, 3.661971], [0.445123, -0.979857, 2.796885]],
  "forces_ev_per_a": [[0.14, -0.32, -0.35], [-0.02, 0.09, 0.13], [0.02, -0.02, -0.04], [0.02, -0.10, 0.02], [-0.08, 0.26, 0.33], [-0.22, -0.04, -0.15], [0.03, -0.08, 0.00], [0.08, -0.11, -0.03], [-0.28, 0.19, 0.19], [0.18, -0.11, -0.05], [0.40, 0.34, -0.08], [-0.35, -0.37, 0.04], [0.08, 0.17, 0.03], [0.00, -0.01, 0.03], [-0.06, -0.02, 0.00], [-0.01, -0.05, -0.07], [0.00, 0.05, 0.02], [0.05, 0.02, 0.01], [-0.05, 0.02, 0.05], [-0.01, 0.09, -0.02], [0.05, 0.07, -0.04], [0.07, 0.05, 0.05], [0.04, 0.01, 0.11], [-0.09, 0.03, -0.23], [0.05, -0.04, 0.05], [0.03, -0.10, -0.02], [-0.04, 0.19, 0.10], [0.10, -0.11, -0.06], [0.11, -0.19, 0.05], [-0.09, -0.11, 0.01], [0.04, 0.00, 0.01], [0.02, 0.06, -0.01], [-0.01, -0.01, 0.05], [-0.06, 0.02, -0.02], [-0.06, 0.03, 0.02], [0.02, 0.01, -0.04], [-0.01, -0.05, -0.02], [-0.10, 0.15, -0.07]],
  "lowdin_charge": [1.3214, -0.1193, -0.1543, -0.1088, -0.2604, -0.0474, -0.5371, 0.1920, -0.2399, -0.0387, -0.5342, 0.2139, -0.2278, 0.1240, 0.1302, 0.1500, 0.1550, 0.1438, 0.1477, 0.1564, 0.1542, 0.1473, 0.0198, -0.0979, 0.0264, 0.0254, -0.0912, 0.0282, -0.6008, 1.0033, 0.1114, 0.0906, 0.1108, 0.1525, 0.1546, 0.1158, 0.1180, 0.0652],
  "lumo_ev": [-7.4, -10.3],
  "gap_ev": [9.0, 6.1],
  "spin_multiplicity": 5,
  "mol_weight_g_mol": 451.30,
  "charge": 2,
  "s2": 6.021
}